Here is a 12-piece molecular cluster, C19H62N12O12 overall in a non-equilibrium geometry from the OMol25 dataset. Energies are from the ωB97M-V functional and the def2-TZVPD basis.

SMILES string = NC(N)=O.NC(N)=O.NC(N)=O.NC(N)=O.NC(N)=O.NC(N)=O.CC(C)O.CCO.CCO.CCO.CCO.CCO
Energy = -2321.1998 a.u.
Multiplicity = 1
Molecular weight = 650.78 g/mol
Maximum force = 3.28 eV/A

Last column: Mulliken charge in e.
Positions of all 105 atoms, in Å:
C: 3.3241 -1.2619 -2.4327  0.566
O: 4.3058 -1.8140 -2.9426  -0.750
N: 3.0067 -1.3077 -1.1251  -0.001
N: 2.5742 -0.4039 -3.1528  -0.188
H: 3.4178 -1.9748 -0.4981  0.170
H: 2.2108 -0.7117 -0.9780  -0.377
H: 1.7177 -0.0188 -2.7499  0.244
H: 2.8569 -0.2398 -4.1015  0.189
C: 1.0900 3.7231 0.1856  0.196
O: 1.5175 3.0713 -0.7824  -0.155
N: -0.1777 3.8088 0.6125  -0.372
N: 1.9626 4.5605 0.7705  -0.327
H: -0.9900 3.4551 0.1418  0.223
H: -0.1752 4.5482 1.2940  0.150
H: 1.7229 5.2202 1.4888  0.193
H: 2.9050 4.5034 0.4004  0.225
C: 2.3646 4.8905 -3.7279  0.452
O: 2.1509 5.6118 -4.7012  -0.713
N: 1.5994 3.8030 -3.4638  -0.160
N: 3.4230 4.9817 -2.8807  -0.324
H: 0.8931 3.4749 -4.0932  0.132
H: 1.7361 3.4598 -2.5211  0.100
H: 3.9210 5.8469 -3.0023  0.201
H: 3.5156 4.3331 -2.1102  0.313
C: -3.7453 0.4929 -3.3339  0.631
O: -4.7337 -0.2102 -3.0782  -0.693
N: -3.9500 1.7374 -3.8048  -0.447
N: -2.4345 0.2623 -3.1027  0.055
H: -4.8669 2.0320 -4.0922  0.225
H: -3.1538 2.3202 -3.9908  0.122
H: -1.6871 0.6937 -3.6107  0.190
H: -2.2948 -0.3877 -2.3438  -0.337
C: -3.6850 -3.4572 -2.8047  0.415
O: -2.6293 -2.9402 -2.3935  -0.420
N: -3.6835 -4.7357 -3.2346  -0.597
N: -4.9148 -2.9492 -2.6703  -0.242
H: -2.7631 -5.0782 -3.4725  0.282
H: -4.1838 -5.3991 -2.6630  0.218
H: -5.6566 -3.3836 -3.1897  0.228
H: -4.9861 -1.9707 -2.4108  0.287
C: 4.8002 2.2255 -0.6960  0.681
O: 4.6729 3.4626 -0.6816  -0.801
N: 3.9946 1.3388 -0.1348  0.397
N: 5.9101 1.5746 -1.1817  -0.431
H: 4.0880 0.3549 -0.3330  0.209
H: 3.1286 1.7204 0.2152  -0.668
H: 6.1541 0.6045 -1.2169  0.175
H: 6.5112 2.3150 -1.5197  0.261
C: -1.5383 1.5836 2.9034  0.486
C: -2.6757 1.4805 3.8498  -0.419
O: -3.9238 2.0456 3.4831  -0.557
H: -1.0935 2.4987 2.5145  0.256
H: -1.8107 1.0247 2.0003  -0.256
H: -0.6929 0.9794 3.2429  -0.256
H: -2.4976 1.8653 4.8591  0.505
H: -2.7624 0.4079 4.0362  -0.056
H: -4.2692 2.6232 4.1632  0.329
C: 2.1066 -5.2093 -0.9160  -1.410
C: 0.8363 -4.4461 -0.6110  0.679
O: 0.0514 -4.1703 -1.7711  -0.596
H: 2.7965 -4.6428 -1.5510  0.303
H: 1.9374 -6.0814 -1.5489  0.355
H: 2.7194 -5.3580 -0.0273  0.366
H: 1.1385 -3.4564 -0.2562  -0.215
H: 0.1285 -4.9884 0.0200  0.291
H: -0.5939 -3.5099 -1.4994  0.184
C: -0.2210 -0.9911 -0.4488  1.922
C: -0.3089 0.4774 -0.7385  -0.720
O: 0.2899 0.8582 -1.9694  -0.352
H: -1.0384 -1.3516 0.1697  -1.536
H: 0.6827 -1.4578 -0.0650  0.300
H: -0.3683 -1.4853 -1.4170  0.700
H: 0.1670 1.0255 0.0797  -0.257
H: -1.3711 0.7372 -0.7636  0.515
H: 0.6143 1.7596 -1.8200  0.348
C: -4.3014 -0.8929 0.6268  0.250
C: -4.3515 -2.4137 0.9619  -0.468
O: -3.1142 -2.8990 0.4407  -0.477
H: -3.5127 -0.4940 1.2717  -0.495
H: -5.2219 -0.3610 0.8710  0.492
H: -3.9872 -0.6509 -0.3869  -0.236
H: -5.2456 -2.8499 0.5105  0.430
H: -4.4576 -2.6569 2.0192  0.335
H: -3.1568 -3.2959 -0.4389  0.104
C: -1.9696 -3.4071 4.3461  -1.374
C: -1.7022 -2.0770 3.6784  0.038
O: -1.2141 -2.3882 2.3879  -0.412
H: -2.2560 -3.2439 5.3919  0.449
H: -1.0237 -3.9203 4.5202  0.346
H: -2.7837 -3.9005 3.8230  0.190
H: -0.9707 -1.3927 4.1146  0.408
H: -2.6591 -1.5484 3.6242  -0.004
H: -1.8587 -2.1875 1.6954  -0.221
C: 3.8461 2.2130 3.3198  -0.897
C: 2.5802 1.4346 3.6947  0.425
C: 2.3510 0.3418 2.6534  -0.370
O: 2.7463 0.7827 4.9787  -0.561
H: 4.6089 1.6525 2.7886  0.222
H: 4.2492 2.8357 4.1220  0.369
H: 3.4622 3.0572 2.7339  0.121
H: 1.6613 2.0234 3.7194  0.182
H: 3.1368 -0.3909 2.4893  0.556
H: 2.0868 0.9188 1.7625  -0.324
H: 1.4038 -0.1664 2.8498  -0.062
H: 2.5870 1.4763 5.6264  0.352



Here is C19H64MnO17S as an isolated structure in a non-equilibrium geometry from the OMol25 dataset. Energies are from the ωB97M-V functional and the def2-TZVPD basis.

Energy = -3590.5056 a.u.
Multiplicity = 6
Molecular weight = 651.71 g/mol
Maximum force = 4.07 eV/A
Expectation value of S² = 8.75

Last column: Mulliken spin population.
Positions of all 102 atoms, in Å:
Mn: 11.7754 -2.0559 10.2651  4.803
S: 12.8172 -3.9011 8.6179  0.008
O: 12.8601 -3.7289 10.0694  0.108
O: 14.1612 -3.7927 8.0671  0.003
O: 12.1344 -5.1410 8.1852  0.006
O: 11.9908 -2.7123 8.3806  0.051
C: 15.7348 -6.5207 9.0034  0.000
O: 15.8569 -5.1681 9.4470  0.000
H: 16.4303 -7.0800 9.6292  0.000
H: 14.7402 -6.8964 9.2437  0.000
H: 15.9407 -6.5644 7.9339  0.000
H: 15.2483 -4.5625 9.0176  -0.001
C: 8.9995 -3.2754 11.3328  0.004
O: 10.1080 -3.3492 10.4916  -0.010
H: 9.0519 -2.4793 12.0754  0.001
H: 8.1058 -3.1467 10.7222  0.003
H: 8.9699 -4.1835 11.9349  0.003
H: 9.9641 -4.0790 9.8849  0.007
C: 13.4216 -0.1847 6.5148  -0.003
O: 12.1294 -0.8498 6.5067  -0.001
H: 13.5183 0.3873 7.4376  0.001
H: 14.2350 -0.9053 6.6002  0.000
H: 13.6207 0.4117 5.6244  0.000
H: 12.2062 -1.5501 7.1588  0.005
C: 14.6810 -1.2654 9.8897  0.020
O: 13.3991 -0.6604 10.2180  -0.067
H: 15.5491 -0.6461 10.1157  0.003
H: 14.9026 -2.2559 10.2871  0.000
H: 14.7598 -1.3743 8.8080  0.007
H: 13.5654 0.2843 10.1816  0.021
C: 12.1201 -6.0115 12.0030  0.000
O: 13.4490 -5.6046 11.8975  0.001
H: 11.4758 -5.4078 12.6421  -0.001
H: 11.6425 -5.9938 11.0234  0.000
H: 12.1218 -7.0180 12.4212  0.000
H: 13.4199 -4.9525 11.1935  0.004
C: 14.7574 2.5771 11.7048  0.000
O: 13.8344 2.1432 10.7721  -0.001
H: 14.8220 1.8520 12.5161  0.000
H: 15.7610 2.6041 11.2805  0.000
H: 14.4533 3.5452 12.1028  0.000
H: 13.6683 2.8333 10.1257  0.000
C: 8.9930 -5.5877 7.2514  0.000
O: 9.5942 -5.1628 8.5199  0.000
H: 9.2101 -6.6424 7.0823  0.000
H: 7.9270 -5.3749 7.3320  0.000
H: 9.3179 -5.0405 6.3664  0.000
H: 10.5429 -5.2967 8.4605  0.000
C: 9.0241 -1.8197 6.8988  -0.002
O: 8.4036 -0.8893 7.7610  0.000
H: 9.4387 -1.2830 6.0455  0.000
H: 9.7747 -2.3856 7.4504  0.003
H: 8.2406 -2.5261 6.6247  0.000
H: 7.7353 -0.3826 7.2938  0.000
C: 11.2383 2.0748 13.6470  0.000
O: 10.8946 0.7322 13.7873  -0.001
H: 11.4924 2.5058 14.6153  0.000
H: 12.0420 2.1815 12.9185  0.000
H: 10.3834 2.6476 13.2875  0.000
H: 10.3204 0.7679 14.5558  0.000
C: 12.0333 -3.9961 4.9080  0.000
O: 11.6426 -5.2538 5.4101  0.000
H: 13.1125 -3.9220 4.7735  0.000
H: 11.6161 -3.7216 3.9392  0.000
H: 11.7086 -3.2357 5.6183  0.000
H: 11.6853 -5.2672 6.3690  0.000
C: 9.8634 1.6359 8.9091  0.001
C: 10.1330 0.7507 10.1372  0.015
C: 8.8433 0.6652 11.0597  0.001
O: 10.3465 -0.5851 9.6184  0.010
H: 10.7110 1.6919 8.2261  0.000
H: 9.8904 2.6480 9.3128  0.001
H: 8.9647 1.3399 8.3679  0.000
H: 10.9976 1.0568 10.7261  -0.002
H: 8.8674 -0.2484 11.6538  0.000
H: 8.0064 0.5895 10.3655  0.000
H: 8.6233 1.4990 11.7264  0.000
H: 9.6481 -0.7134 8.9724  0.004
C: 16.1254 -4.3079 5.3904  0.000
C: 17.0320 -3.5303 6.4073  0.000
C: 17.9997 -2.6594 5.6156  0.000
O: 16.2501 -2.6123 7.2049  0.001
H: 15.3893 -4.9837 5.8257  0.000
H: 16.7635 -4.9496 4.7828  0.000
H: 15.5290 -3.6102 4.8025  0.000
H: 17.5372 -4.2779 7.0188  0.000
H: 17.4577 -2.0171 4.9215  0.000
H: 18.6677 -3.2378 4.9774  0.000
H: 18.6703 -2.0979 6.2661  0.000
H: 15.4688 -3.0584 7.5398  -0.001
C: 13.4858 -1.3819 13.7327  0.005
C: 12.3690 -2.3005 13.2071  0.024
C: 11.3989 -2.8257 14.2093  -0.003
O: 11.6020 -1.5032 12.2466  -0.037
H: 13.2322 -0.3256 13.6436  -0.003
H: 14.2481 -1.4677 12.9584  0.001
H: 13.8420 -1.7010 14.7122  0.000
H: 12.9002 -3.1155 12.7156  -0.017
H: 10.6186 -3.3543 13.6617  0.002
H: 10.9239 -2.0788 14.8453  0.000
H: 11.9689 -3.4858 14.8632  0.000
H: 11.4930 -0.7100 12.7762  0.026